The following is a quantum chemistry calculation of a molecular structure, C4AlCl2O4Yb at a distorted geometry, from OMol25.

Structure (XYZ):
```
12
Properties=species:S:1:pos:R:3:nbo_charge:R:1
Yb 0.375 0.169 -5.298 2.01
Al -0.460 0.687 -1.963 1.70
Cl -0.932 2.076 -4.961 -0.31
Cl 1.302 -0.194 -2.984 -0.38
C -0.744 -0.726 -0.260 0.44
C -0.089 1.271 -7.680 0.39
C 0.623 -1.227 -7.609 0.39
O -0.563 -1.258 0.757 -0.12
O -0.295 1.774 -8.694 -0.22
O 0.640 -1.686 -8.672 -0.21
O 0.577 1.877 0.904 -0.09
C 0.368 1.580 -0.216 0.41
```

Output
Orbital gap (spin up / spin down) ... 6.8 / 6.8 eV
Expectation value of S² ... 0.75
Multiplicity ... 2
Charge ... +4
ΔE to the lowest compared entry with this formula, charge and spin ... 23.6 kcal per mole


The following is a quantum chemistry calculation of a molecular structure, C4B2CaF20O12S4 at a distorted geometry, from OMol25.

Structure (XYZ):
```
43
Properties=species:S:1:pos:R:3:nbo_charge:R:1
Ca 0.008 -23.645 -5.698 1.81
B -1.226 -23.171 -8.303 1.29
F -1.574 -22.951 -7.058 -0.56
F -0.224 -24.105 -8.363 -0.56
F -2.282 -23.662 -8.984 -0.57
F -0.842 -21.973 -8.854 -0.57
B 1.417 -21.278 -5.146 1.30
F 0.714 -21.966 -4.246 -0.55
F 0.986 -19.918 -5.107 -0.59
F 2.752 -21.362 -4.869 -0.57
F 1.177 -21.831 -6.356 -0.56
C 4.680 -24.612 -6.290 0.73
F 5.034 -23.356 -6.654 -0.32
F 5.650 -25.581 -6.565 -0.37
F 4.539 -24.672 -4.946 -0.32
S 3.060 -25.216 -7.167 2.27
O 2.894 -26.695 -6.982 -0.95
O 2.016 -24.391 -6.588 -1.02
O 3.091 -24.880 -8.629 -1.00
C -4.477 -22.806 -4.528 0.71
F -4.230 -24.100 -4.460 -0.30
F -4.825 -22.333 -5.730 -0.33
F -5.433 -22.506 -3.688 -0.33
S -2.910 -21.975 -4.013 2.30
O -2.982 -20.584 -4.536 -1.00
O -3.126 -21.986 -2.556 -1.01
O -1.741 -22.724 -4.524 -1.01
C 2.130 -24.693 -1.471 0.71
F 3.436 -24.424 -1.724 -0.34
F 2.000 -25.539 -0.421 -0.35
F 1.508 -23.567 -1.241 -0.31
S 1.218 -25.513 -2.932 2.29
O 1.074 -24.440 -3.969 -1.02
O 2.031 -26.720 -3.258 -0.97
O -0.059 -25.825 -2.269 -0.98
C -3.126 -26.490 -7.211 0.76
F -2.485 -26.164 -8.387 -0.32
F -3.871 -25.464 -6.879 -0.31
F -3.917 -27.582 -7.373 -0.36
S -1.693 -26.894 -5.835 2.25
O -0.873 -25.640 -5.819 -1.05
O -2.348 -27.083 -4.477 -0.96
O -0.932 -28.048 -6.296 -0.96
```

Output
Orbital gap ... 7.5 eV
Charge ... -4
ΔE to the lowest compared entry with this formula, charge and spin ... 80.7 kcal per mole


The following is a quantum chemistry calculation of a single C4BF9O molecule at a distorted geometry, from OMol25.

Structure (XYZ):
```
15
Properties=species:S:1:pos:R:3:nbo_charge:R:1
B -0.087 -0.072 0.185 -0.30
C -1.177 -0.194 1.091 0.84
C -0.053 -1.459 -0.725 0.88
C 1.391 0.379 0.952 0.92
C -0.653 1.158 -0.748 0.88
O -2.138 -0.128 1.713 -0.30
F -1.282 -1.766 -1.249 -0.34
F 0.344 -2.543 0.028 -0.34
F 0.729 -1.499 -1.805 -0.31
F 2.465 0.396 0.117 -0.32
F 1.758 -0.483 1.909 -0.33
F 1.197 1.555 1.564 -0.32
F 0.326 1.668 -1.537 -0.31
F -1.661 0.842 -1.546 -0.31
F -1.160 2.147 0.049 -0.34
```

Output
Orbital gap ... 11.2 eV
ΔE to the lowest compared entry with this formula, charge and spin ... 0.0 kcal per mole